No. 1
{
  "formula": "C33H51Cl12FN3O5P",
  "method": "ωB97M-V with the def2-TZVPD basis set",
  "symbols": ["Cl", "Cl", "Cl", "Cl", "Cl", "Cl", "Cl", "Cl", "Cl", "Cl", "Cl", "Cl", "P", "F", "O", "O", "O", "O", "O", "N", "N", "N", "C", "C", "C", "C", "C", "C", "C", "C", "C", "C", "C", "C", "C", "C", "C", "C", "C", "C", "C", "C", "C", "C", "C", "C", "C", "C", "C", "C", "C", "C", "C", "C", "C", "H", "H", "H", "H", "H", "H", "H", "H", "H", "H", "H", "H", "H", "H", "H", "H", "H", "H", "H", "H", "H", "H", "H", "H", "H", "H", "H", "H", "H", "H", "H", "H", "H", "H", "H", "H", "H", "H", "H", "H", "H", "H", "H", "H", "H", "H", "H", "H", "H", "H", "H"],
  "positions_angstrom": [[-1.6976, 2.1843, -2.9763], [-1.2483, 0.4552, -8.9384], [3.4616, -2.6445, -3.2145], [-6.0812, -1.3458, -6.0438], [-4.7284, 1.2267, -5.9458], [-3.2595, -1.5758, -8.4156], [-0.9645, -0.4484, -3.9567], [-4.0131, -0.8617, -4.0563], [3.8136, 0.0716, -2.2244], [1.7257, -1.6129, -1.1094], [1.1022, 1.5256, -3.4292], [-0.5791, -2.3575, -9.2240], [-1.7032, 2.5475, 1.0922], [-2.5448, -1.5236, -1.3534], [0.2332, -6.7649, 3.0603], [0.8968, -1.6089, 7.1967], [1.5232, -6.0076, 1.2354], [1.9739, -0.6892, 5.4550], [-1.2809, -3.9807, 4.7487], [1.7458, 0.0772, 1.6884], [-1.9953, 3.1264, 2.5486], [-1.0571, -0.0838, 0.5271], [-0.9817, -5.3953, 4.7635], [2.6470, -1.2113, -2.5664], [3.9984, -1.6794, 4.3342], [1.5032, 5.6281, -1.8793], [3.4418, -2.2732, 1.8298], [-3.4759, 5.4674, -2.2713], [-0.5375, 1.0599, 1.0815], [-0.6758, -2.4888, -0.0093], [1.3103, -5.9253, 2.6382], [1.7876, 5.1221, -0.4027], [-0.1961, -1.1579, 0.5681], [-1.8499, -1.1421, -9.3930], [3.0565, -1.6481, 5.6181], [-0.9451, -5.9530, 3.2769], [1.1473, -1.0413, 1.1551], [-1.0699, 5.7933, -1.3550], [2.3932, -4.9536, 0.7872], [3.4195, -2.7679, 3.3427], [1.8022, 3.5586, -0.2246], [-0.4803, 0.9048, -2.9318], [-4.2569, 4.6004, -1.1820], [0.8201, -1.1151, 6.0952], [1.5573, -3.6313, 0.7038], [2.0106, -2.3600, 1.2001], [0.1749, 6.4829, -2.0310], [-2.4610, 6.5041, -1.6522], [-4.5571, -0.5157, -5.7003], [0.1857, -3.6907, 0.0635], [-2.0685, -3.8336, -1.7972], [1.3721, 2.4859, 2.2000], [-2.0678, -2.6837, -0.6903], [2.3703, 3.2333, 1.2276], [0.8523, 1.1080, 1.6267], [2.2517, -6.2621, 3.1676], [-2.1549, -1.1091, -10.4342], [2.8286, 5.4843, -0.1411], [4.1409, -2.9395, 1.2427], [-2.1016, -4.8583, -1.3331], [-3.8048, -0.8849, -6.3939], [-1.8390, -5.9075, 5.2947], [3.3695, 2.7242, 1.1315], [2.3280, -2.8970, 3.6127], [-0.1453, -4.6885, -0.3118], [-4.0361, 4.9215, -0.1259], [-2.2945, 7.3813, -2.3317], [-2.9562, 2.0767, 0.5687], [-0.4000, 0.5454, -1.9087], [4.0629, -0.6492, 3.8939], [-2.8817, 6.8438, -0.6596], [2.4867, 3.0495, -0.9650], [5.0211, -1.9858, 4.7022], [3.8960, -3.7811, 3.4564], [1.5008, 4.7318, -2.5658], [2.7300, -5.2586, -0.2459], [-0.2087, -1.0033, 5.6540], [-4.2584, 6.0523, -2.8239], [0.8016, 3.0619, -0.3149], [-2.9690, 4.7608, -2.9906], [1.1142, 5.6334, 0.3491], [3.2575, -4.8892, 1.4985], [1.9856, 2.1908, 3.1056], [2.6064, -2.6789, 5.7065], [-2.0295, -3.8268, 5.3450], [2.5932, 4.2316, 1.7132], [-2.7964, -3.0313, 0.0955], [-2.9455, -3.6172, -2.4563], [-1.1535, 4.7376, -1.7529], [-1.0494, -5.1283, 2.5230], [-0.0215, -5.5937, 5.3129], [3.6216, -1.3697, 6.5455], [0.3279, 7.4678, -1.5117], [-1.1833, 3.4873, 0.1585], [0.5478, 3.1333, 2.5870], [-0.0709, 6.6056, -3.1251], [-1.1261, -3.6809, -2.3987], [1.0430, -4.8847, 2.9922], [-1.6977, 4.1144, 2.5059], [2.3562, 6.3055, -2.1827], [-3.9461, 3.5247, -1.2733], [-5.3653, 4.6519, -1.3607], [3.8366, -1.2289, 1.7579], [1.9529, -0.8456, -3.3169], [-0.9178, 5.7001, -0.2423], [-1.8574, -6.6083, 3.1553]],
  "smiles": "CCCCCCCCCCc1nc2c(CCCCOC=O)c(COCOCCO)cc([C@H](C)F)c2nc1[PH2]=N.ClC(Cl)Cl.ClC(Cl)Cl.ClC(Cl)Cl.ClC(Cl)Cl",
  "e_tot_ha": -7791.718944,
  "molar_mass_g_mol": 1045.19,
  "homo_energy_ev": -8.38,
  "total_charge": 0,
  "fmax_ha_per_bohr": 0.108,
  "gap_ev": 7.39,
  "lumo_ev": -0.99
}


No. 2
{
  "formula": "C33H51F3N6O5S",
  "method": "ωB97M-V with the def2-TZVPD basis set",
  "symbols": ["S", "F", "F", "F", "O", "O", "O", "O", "O", "N", "N", "N", "N", "N", "N", "C", "C", "C", "C", "C", "C", "C", "C", "C", "C", "C", "C", "C", "C", "C", "C", "C", "C", "C", "C", "C", "C", "C", "C", "C", "C", "C", "C", "C", "C", "C", "C", "C", "H", "H", "H", "H", "H", "H", "H", "H", "H", "H", "H", "H", "H", "H", "H", "H", "H", "H", "H", "H", "H", "H", "H", "H", "H", "H", "H", "H", "H", "H", "H", "H", "H", "H", "H", "H", "H", "H", "H", "H", "H", "H", "H", "H", "H", "H", "H", "H", "H", "H", "H"],
  "positions_angstrom": [[0.8058, -3.8936, -0.3768], [-3.7905, -4.0850, -3.3888], [-4.6580, -3.3889, -1.5426], [-4.6258, -5.4869, -1.9755], [0.3793, -5.2647, 0.3863], [0.5959, -4.1458, -1.7818], [2.4019, -4.1013, -0.1128], [3.3322, -0.1103, 1.2678], [-2.8237, -4.6643, -0.0397], [1.9854, -0.4293, -0.5679], [-1.5766, -2.1240, -3.7161], [4.6022, 0.1667, -3.0262], [-3.6434, -2.2386, 3.6381], [-0.5036, 2.0914, 3.3505], [0.4688, 7.1939, 1.2144], [-1.0793, 2.5329, 2.4614], [-2.0476, 5.4367, 2.2568], [-2.0086, -5.6346, 0.5774], [6.6119, 0.4452, -1.3827], [7.4643, 1.6781, -1.6993], [0.1922, 8.0315, 1.9482], [-3.9139, -4.3505, -2.0972], [-7.4632, -1.8813, 3.7096], [0.7990, 10.2974, 2.7683], [-0.3988, -0.7852, -0.8585], [0.0762, -3.7434, -4.9148], [-1.8130, 3.0802, 1.3248], [-6.9533, -3.0034, 2.8116], [-0.7834, -5.0233, 1.2260], [0.6628, -0.5178, 0.0035], [-1.9512, -0.8246, 0.9841], [3.7661, -2.0843, 0.1369], [3.0077, -0.7920, 0.3378], [0.3944, -0.3783, 1.3559], [3.1309, -3.0773, -0.8251], [5.4887, 0.2964, -2.3067], [8.1774, 1.5775, -3.0431], [-0.8654, -2.8356, -4.2678], [-1.5334, 4.5719, 1.1134], [1.4256, -3.0712, -5.1881], [-0.8975, -0.5346, 1.8356], [-4.5737, -2.9037, 3.5361], [-2.5830, -4.4936, -1.4132], [-1.6938, -0.9290, -0.3803], [-0.1493, 9.0998, 2.8843], [2.2282, 9.9636, 3.1804], [1.3328, -1.9404, -6.2060], [-5.7588, -3.7502, 3.4143], [2.5107, -2.5904, -1.5688], [3.9258, -3.5887, -1.3554], [-1.5281, 2.5173, 0.4329], [-0.1997, -0.9118, -1.9107], [-0.5825, -5.4635, 2.1967], [0.7910, 10.6764, 1.7451], [-1.8791, 6.4857, 2.0342], [-2.9502, -0.9665, 1.3588], [7.2257, -0.4569, -1.4171], [-7.7410, -2.2607, 4.6950], [3.9858, -2.5097, 1.1052], [2.8551, 10.8538, 3.1350], [7.4655, 1.5299, -3.8684], [2.3210, -1.5280, -6.4077], [-1.5355, 5.2054, 3.1928], [-7.7564, -3.7236, 2.6445], [2.2624, 9.5807, 4.2019], [-2.4780, -1.1534, -1.0866], [-6.6830, -2.6004, 1.8387], [2.1165, -3.8317, -5.5566], [-6.0232, -4.1372, 4.4003], [2.1731, 0.4504, -1.0290], [6.8394, 2.5721, -1.6809], [-2.1062, -5.3610, -1.8683], [0.9170, -2.2963, -7.1509], [-0.3600, -4.1125, -5.8448], [-8.3441, -1.4130, 3.2706], [-2.8809, 2.9101, 1.4747], [1.8421, -2.6896, -4.2542], [-2.0170, 4.8846, 0.1860], [-0.1330, 8.7023, 3.9006], [-5.5024, -4.6093, 2.7912], [8.2046, 1.7926, -0.9061], [6.2142, 0.5225, -0.3682], [2.6671, 9.2138, 2.5208], [0.7029, -1.1282, -5.8406], [1.1806, -0.1664, 2.0603], [-0.4648, 4.7380, 0.9828], [8.8127, 2.4482, -3.2028], [-6.7071, -1.1062, 3.8444], [-1.9534, -3.6351, -1.6391], [-1.1086, -0.4363, 2.8848], [0.2197, -4.6070, -4.2630], [-3.1199, 5.2912, 2.4085], [8.8093, 0.6885, -3.0862], [4.7208, -1.7950, -0.3019], [-2.6005, -6.1189, 1.3495], [0.4178, 11.0969, 3.4058], [-0.9202, -3.9538, 1.3654], [-1.1743, 9.4179, 2.6852], [-1.6727, -6.4030, -0.1170]],
  "e_tot_ha": -2690.507921,
  "molar_mass_g_mol": 700.87,
  "homo_energy_ev": -8.40,
  "total_charge": 0,
  "fmax_ha_per_bohr": 0.023,
  "gap_ev": 9.04,
  "lumo_ev": 0.65
}


No. 3
{
  "formula": "C33H51MgN8O7P2",
  "method": "ωB97M-V with the def2-TZVPD basis set",
  "symbols": ["P", "P", "Mg", "O", "O", "O", "O", "O", "O", "O", "N", "N", "N", "N", "N", "N", "N", "N", "C", "C", "C", "C", "C", "C", "C", "C", "C", "C", "C", "C", "C", "C", "C", "C", "C", "C", "C", "C", "C", "C", "C", "C", "C", "C", "C", "C", "C", "C", "C", "C", "C", "H", "H", "H", "H", "H", "H", "H", "H", "H", "H", "H", "H", "H", "H", "H", "H", "H", "H", "H", "H", "H", "H", "H", "H", "H", "H", "H", "H", "H", "H", "H", "H", "H", "H", "H", "H", "H", "H", "H", "H", "H", "H", "H", "H", "H", "H", "H", "H", "H", "H", "H"],
  "positions_angstrom": [[0.1042, 2.0068, 2.0840], [-0.9755, -0.4290, 3.4840], [-0.0495, -0.7610, 0.7313], [-0.8050, 1.1909, 3.1530], [-2.3865, -0.3426, 4.2908], [1.5212, 2.1446, 2.8436], [-1.2261, -2.2353, 1.7881], [-0.5065, 3.3334, 1.8774], [0.3775, 1.1012, 0.8994], [-1.6184, -0.8105, 2.0135], [-0.9995, -1.5420, -1.0039], [-1.6140, -3.9208, -1.1051], [3.1441, -1.7086, 3.2922], [-2.8513, 1.2484, 0.4234], [1.5822, -1.6157, 1.7547], [2.1192, -0.7457, -1.6216], [0.1021, 0.5439, -2.8880], [-4.9092, 2.4812, -0.2546], [1.6155, -2.8884, 2.2737], [-2.0875, -0.7451, -4.2144], [4.2310, -1.2904, 4.1516], [2.4210, -3.5840, -1.2654], [-3.7043, 3.2923, -0.6484], [-1.8167, 3.5237, -3.8529], [5.2302, -0.7667, 0.3269], [-0.9106, 1.3440, -3.4560], [5.4249, -2.1235, 0.5345], [3.4278, -2.6107, -0.7300], [3.8902, 1.1649, -0.5907], [-3.6621, 0.3802, -0.4066], [-4.8763, 1.1599, -0.9656], [2.5840, -2.9645, 3.2202], [4.5227, -3.0361, 0.0120], [2.2422, -0.5090, -2.8587], [2.5093, -0.9391, 2.3997], [-2.4617, 2.4319, -0.3300], [-2.9135, 2.9554, -4.4852], [-2.0141, 0.7481, -4.0752], [3.2604, -1.2428, -0.9367], [-1.1474, -4.7700, -2.1951], [-2.4653, -4.4870, -0.0615], [-4.9290, 2.2746, 1.2336], [-1.2899, -2.6637, -1.0642], [4.1432, -0.3029, -0.4033], [-3.5762, 1.6324, 1.6205], [1.3513, 0.6127, -5.0046], [-0.8052, 2.7319, -3.3209], [1.1248, 0.2347, -3.5658], [0.3707, 3.3273, -2.6019], [3.4548, -0.8485, -3.6780], [-3.0111, 1.5749, -4.5836], [1.5474, -0.2701, -5.6137], [2.2215, 1.2637, -5.1000], [-2.0801, -1.2273, -3.2349], [-0.5837, -5.6118, -1.7906], [-3.6836, 3.5861, -4.9098], [-2.9567, 2.3309, 2.1822], [0.5734, 2.7876, -1.6738], [-3.8060, 3.5230, -1.7086], [1.5923, 3.0296, 3.2216], [-1.7478, 3.0075, 0.2559], [0.9243, -3.6461, 1.9527], [-1.9848, -5.3825, 0.3330], [-1.9784, 2.1073, -1.2468], [1.4385, -3.3967, -0.8243], [4.4481, -0.2444, 3.9489], [3.1692, -1.4599, -4.5349], [2.3074, -3.4968, -2.3480], [-3.7391, 0.7531, 2.2435], [-5.7869, 1.6368, 1.4475], [3.9223, 0.0536, -4.0739], [2.8831, 1.4303, -0.2596], [5.1202, -1.8851, 3.9455], [2.9218, -3.7750, 3.8401], [2.7113, -4.6085, -1.0356], [-2.5655, -3.7523, 0.7374], [-2.9872, -1.0408, -4.7522], [-5.0895, 3.2509, 1.6885], [-5.8319, 0.6692, -0.7823], [-0.5019, -4.1927, -2.8526], [4.1936, -1.3899, -3.0905], [5.9296, -0.0487, 0.7389], [0.1905, 4.3745, -2.3651], [2.7429, 0.1018, 2.2494], [-3.8567, 1.1259, -5.0915], [0.4869, 1.1327, -5.4110], [4.6131, 1.7534, -0.0272], [3.9489, -1.4003, 5.1977], [-3.9906, -0.4664, 0.1987], [-3.4392, -4.7539, -0.4762], [6.2785, -2.4696, 1.1026], [1.2770, 3.2760, -3.2108], [-1.2264, -1.1348, -4.7607], [-3.7449, 4.2146, -0.0689], [3.9704, 1.4575, -1.6400], [4.6643, -4.0963, 0.1803], [-1.9967, -5.1481, -2.7664], [-4.7802, 1.3843, -2.0282], [-5.7513, 2.9827, -0.5269], [-3.0533, -0.0021, -1.2250], [-2.2472, -0.3139, 5.2452], [-1.7351, 4.6008, -3.7714]],
  "e_tot_ha": -3135.664680,
  "molar_mass_g_mol": 758.07,
  "homo_energy_ev": -10.27,
  "total_charge": 1,
  "fmax_ha_per_bohr": 0.018,
  "gap_ev": 8.24,
  "lumo_ev": -2.03
}